{"formula": "C23H18NNiO5", "method": "ωB97M-V with the def2-TZVPD basis set", "elements": ["Ni", "C", "O", "C", "C", "C", "C", "C", "C", "O", "C", "O", "C", "H", "H", "H", "H", "H", "H", "H", "H", "H", "O", "C", "N", "C", "O", "C", "C", "C", "C", "C", "C", "H", "H", "H", "H", "C", "C", "C", "C", "C", "C", "H", "H", "H", "H", "H"], "positions_angstrom": [[-0.984610, 0.623004, -0.950727], [0.114094, -4.356558, 3.691506], [-1.239384, -4.442470, 3.301945], [-1.677501, -3.523248, 2.387413], [-3.027514, -3.675194, 1.996912], [-3.543547, -2.791330, 1.094653], [-2.805957, -1.725201, 0.526386], [-3.444653, -0.805651, -0.387982], [-4.854562, -1.062032, -0.897215], [-2.919850, 0.220686, -0.841103], [-1.415172, -1.586125, 0.903894], [-0.609337, -0.726965, 0.447021], [-0.904318, -2.525439, 1.871039], [0.286113, -5.179799, 4.381768], [0.324691, -3.408995, 4.195159], [0.782736, -4.454964, 2.832226], [-3.616356, -4.476475, 2.421427], [-4.578533, -2.922072, 0.811884], [-5.503374, -1.601391, -0.213387], [-4.780449, -1.637730, -1.823136], [-5.298428, -0.097813, -1.136344], [0.131657, -2.386740, 2.143889], [3.616181, 0.962682, -0.990522], [2.831511, 1.813206, -0.670846], [1.448463, 1.766593, -0.916323], [0.798656, 2.849094, -0.385437], [-0.398100, 3.017659, -0.401376], [1.842269, 3.719264, 0.243110], [1.722496, 4.920264, 0.903361], [2.890121, 5.500721, 1.402274], [4.128579, 4.879104, 1.238025], [4.234173, 3.658435, 0.570145], [3.074397, 3.100919, 0.079092], [0.753690, 5.387684, 1.024565], [2.836353, 6.447032, 1.925744], [5.018470, 5.350123, 1.636231], [5.187847, 3.163275, 0.437994], [0.953432, -1.027023, -3.934458], [0.067970, 0.011792, -3.936094], [0.062071, 0.935196, -2.859900], [0.825489, 0.653513, -1.700707], [1.690356, -0.513223, -1.648668], [1.774056, -1.277028, -2.782904], [1.024152, -1.690742, -4.787792], [-0.620168, 0.146829, -4.763063], [-0.470754, 1.878579, -2.930649], [1.791717, -1.010832, -0.689289], [2.480829, -2.100613, -2.819740]], "atomic_forces_ev_per_a": [[1.2, -1.3, -1.4], [0.0, 0.0, 0.0], [0.0, 0.0, 0.0], [0.0, 0.0, 0.0], [0.0, 0.0, 0.0], [0.0, 0.0, 0.0], [0.0, 0.0, 0.0], [0.0, 0.0, 0.1], [0.0, 0.0, 0.0], [-0.1, 0.1, -0.1], [0.0, 0.0, 0.0], [-0.1, 0.2, 0.3], [0.0, 0.0, 0.0], [0.0, 0.0, 0.0], [0.0, 0.0, 0.0], [0.0, 0.0, 0.0], [0.0, 0.0, 0.0], [0.0, 0.0, 0.0], [0.0, 0.0, 0.0], [0.0, 0.0, 0.0], [0.0, 0.0, 0.0], [0.0, 0.0, 0.0], [0.8, 0.5, 0.2], [-0.6, 0.2, 0.0], [0.8, -0.2, -0.5], [0.0, -0.2, 0.0], [-0.3, 0.3, 0.1], [0.2, -0.1, 0.0], [0.1, 0.1, 0.1], [0.1, -0.1, -0.1], [-0.2, 0.0, 0.0], [0.0, 0.0, 0.0], [-0.2, -0.1, 0.0], [0.0, 0.0, 0.0], [0.0, 0.0, 0.0], [0.0, 0.0, 0.0], [0.0, 0.0, 0.0], [0.4, 0.0, -0.1], [0.1, 0.1, 0.3], [-1.0, 0.4, -0.1], [-0.1, 0.7, 2.2], [-2.0, -1.5, -1.1], [0.0, 0.3, 0.1], [0.0, 0.0, 0.0], [0.1, 0.1, -0.1], [0.2, 0.1, -0.2], [1.1, 0.5, 0.1], [-0.3, -0.3, 0.2]], "mulliken_charge": [-0.18, -0.80, -0.45, 1.17, -1.12, -0.65, -0.07, 1.00, -1.37, -0.56, 0.22, -0.55, -0.45, 0.23, 0.32, 0.33, 0.40, 0.17, 0.41, 0.27, 0.36, 0.40, -0.62, 0.42, 0.53, 0.03, -0.62, 0.11, -0.37, -0.47, -0.45, -0.40, 0.01, 0.48, 0.38, 0.38, 0.47, -0.49, -0.99, -0.45, 1.46, -0.63, -0.66, 0.36, 0.36, 0.37, 0.35, 0.38], "multiplicity": 1, "homo_lumo_gap_ev": [4.666, 4.678], "charge": -1}



{"formula": "C23H19BrCl2MnN3O7S", "method": "ωB97M-V with the def2-TZVPD basis set", "elements": ["Mn", "Br", "C", "C", "C", "C", "C", "C", "C", "C", "C", "C", "H", "H", "H", "H", "H", "H", "C", "C", "N", "C", "C", "N", "C", "O", "O", "C", "O", "O", "H", "H", "H", "H", "H", "Cl", "C", "Cl", "H", "H", "N", "C", "C", "C", "C", "C", "C", "S", "O", "O", "O", "H", "H", "H", "H", "H", "H"], "positions_angstrom": [[11.551936, 14.561849, 11.187427], [11.207748, 14.846268, 14.052049], [13.097349, 15.072067, 14.089228], [13.718085, 15.447887, 15.211068], [15.088378, 15.216775, 15.444542], [15.901124, 14.839643, 14.403069], [15.314453, 14.549658, 13.121760], [16.150113, 14.178131, 12.044204], [15.615464, 13.988909, 10.825821], [14.180167, 14.124378, 10.628429], [13.381536, 14.399358, 11.687958], [13.876416, 14.625845, 12.962457], [13.114199, 15.971255, 15.955536], [15.489514, 15.382633, 16.452101], [16.937465, 14.715859, 14.572853], [17.232914, 14.132998, 12.242388], [16.196518, 13.739119, 9.954900], [13.806924, 13.896253, 9.619929], [10.699347, 12.788116, 7.838290], [10.605487, 14.216622, 8.100723], [10.872870, 14.842108, 9.230981], [10.654718, 16.184300, 9.032161], [10.339253, 16.377814, 7.727071], [10.251041, 15.125428, 7.185726], [10.133483, 17.531571, 6.840556], [10.284363, 18.730842, 7.399434], [9.817640, 17.318630, 5.674979], [10.854937, 17.157660, 10.215916], [10.798837, 18.358978, 9.954490], [11.107306, 16.658727, 11.364755], [10.069914, 12.575524, 6.940115], [10.258959, 12.213126, 8.644013], [11.736692, 12.480810, 7.647335], [10.025052, 14.938937, 6.242289], [10.536009, 18.624360, 8.346515], [6.493729, 15.825399, 12.058601], [5.881797, 15.393619, 10.447375], [6.317591, 13.716411, 9.982941], [6.333348, 16.060908, 9.732569], [4.792300, 15.411910, 10.527510], [9.665172, 13.296816, 11.630526], [9.855327, 11.896063, 11.457190], [11.143849, 11.367876, 11.251554], [11.376539, 10.018590, 11.099723], [10.232834, 9.162239, 11.341112], [8.956376, 9.673120, 11.389268], [8.774535, 11.036832, 11.497348], [10.537012, 7.465253, 11.678518], [11.908375, 7.264884, 11.347109], [10.219367, 7.266279, 13.085484], [9.620211, 6.691775, 10.851694], [9.359865, 13.539371, 12.575478], [8.845900, 13.579348, 10.993240], [11.995129, 12.057301, 11.312220], [12.343499, 9.541263, 10.944284], [8.148217, 8.950421, 11.436815], [7.756623, 11.437797, 11.629539]], "atomic_forces_ev_per_a": [[-3.0, 0.3, 0.2], [0.2, 0.5, 0.3], [0.8, -1.2, -1.8], [-0.6, 0.7, 1.8], [0.7, 0.5, -0.4], [-1.8, -0.3, 0.0], [-0.4, 0.4, 1.5], [0.6, 0.4, 0.7], [-1.7, -0.1, -1.4], [2.7, -0.7, 0.1], [-0.1, -0.6, -0.2], [2.1, 0.4, 0.7], [0.2, -0.6, 0.2], [-0.1, 0.1, -0.5], [1.0, -0.2, 0.0], [-0.6, -0.1, -0.2], [0.4, -0.1, -0.1], [0.0, 0.3, 0.4], [-0.6, -0.9, -1.2], [0.1, 1.0, 0.4], [-0.4, -0.1, -0.1], [0.7, 0.3, 1.2], [-0.4, 0.2, -0.2], [0.4, -0.2, 0.3], [-0.6, 0.4, -0.6], [-0.3, -0.7, -1.5], [0.4, 0.6, 1.1], [0.5, -0.5, 0.4], [-0.2, 0.5, -0.5], [-0.5, -0.4, -1.5], [0.7, 0.0, 0.5], [0.2, -0.2, 0.3], [-0.3, 0.0, 0.1], [-0.2, 0.0, -1.0], [0.1, 0.1, 1.0], [0.1, -0.1, -0.2], [-0.2, -0.6, 0.6], [0.0, 0.3, 0.1], [-0.2, 0.2, -0.2], [0.4, 0.2, -0.4], [-1.5, 1.7, -1.2], [0.5, -1.4, 0.1], [0.3, 1.0, 0.0], [-2.1, -1.2, 1.1], [1.9, 1.2, -0.9], [0.1, -0.5, 0.4], [-0.9, 0.4, -0.3], [-1.8, -2.4, 0.5], [2.0, 0.1, -0.4], [0.2, 0.9, 0.2], [-0.3, 0.5, -0.6], [0.0, -0.3, -0.2], [1.6, -0.3, 1.3], [-0.2, -0.2, -0.3], [-0.2, 0.3, 0.2], [-0.1, 0.2, 0.1], [0.5, -0.1, -0.1]], "mulliken_spin": [4.93, 0.05, -0.06, 0.00, -0.01, 0.01, 0.00, 0.03, -0.01, -0.12, 0.15, -0.15, 0.00, 0.00, 0.00, 0.00, 0.00, 0.01, -0.01, 0.02, 0.08, 0.05, -0.01, 0.00, 0.00, 0.00, 0.00, -0.02, 0.00, 0.03, 0.00, 0.00, 0.00, 0.00, 0.00, 0.00, 0.00, 0.00, 0.00, 0.00, 0.03, -0.03, 0.08, 0.03, 0.00, 0.00, 0.01, 0.00, 0.00, 0.00, 0.00, -0.01, 0.01, -0.11, 0.00, 0.00, 0.00], "multiplicity": 6, "homo_lumo_gap_ev": [7.134, 7.133], "charge": -1, "e_above_lowest_kcal_mol": 21.7}



{"formula": "C23H19BrClN7O8Tc", "method": "ωB97M-V with the def2-TZVPD basis set", "elements": ["Tc", "O", "C", "O", "C", "C", "Cl", "N", "N", "C", "C", "O", "O", "C", "C", "C", "C", "C", "C", "H", "H", "H", "H", "H", "H", "N", "N", "C", "O", "O", "H", "H", "H", "O", "C", "C", "C", "N", "C", "Br", "C", "H", "H", "H", "H", "N", "C", "O", "C", "C", "C", "C", "N", "C", "H", "H", "H", "H", "H", "H"], "positions_angstrom": [[0.477014, -0.962483, -0.021049], [1.779545, -0.899462, 5.681088], [1.141666, 0.188960, 5.358889], [0.820375, 1.044291, 6.135243], [0.761538, 0.366901, 3.899804], [-0.017334, 1.444599, 3.435741], [-0.669681, 2.716234, 4.305256], [-0.208707, 1.276183, 2.102715], [0.422652, 0.169897, 1.683377], [1.010707, -0.395544, 2.757470], [1.640300, -1.743937, 2.542940], [2.218695, -2.324853, 3.437876], [1.420323, -2.211147, 1.367584], [-1.050565, 2.055978, 1.261021], [-0.765844, 3.397453, 1.045248], [-1.637698, 4.158823, 0.283096], [-2.790766, 3.591108, -0.236446], [-3.066431, 2.251704, -0.011754], [-2.200601, 1.474609, 0.739458], [2.023392, -1.516989, 4.944538], [0.110500, 3.842059, 1.490799], [-1.437168, 5.207061, 0.118847], [-3.480970, 4.200322, -0.801332], [-3.981800, 1.819442, -0.387483], [-2.437779, 0.447173, 0.973274], [-0.675769, -4.222122, 1.601469], [-1.920755, -3.749313, 1.398124], [-2.241670, -2.512983, 0.767761], [-3.393998, -2.285777, 0.499695], [-1.248405, -1.738777, 0.575066], [-0.581483, -5.011033, 2.228832], [0.093482, -3.548789, 1.556498], [-2.696954, -4.392362, 1.530290], [6.221998, -1.245625, -2.080955], [5.020864, -0.987113, -1.634313], [4.694045, 0.042968, -0.734403], [3.394927, 0.205298, -0.318014], [2.389183, -0.586940, -0.722347], [2.711591, -1.560497, -1.592085], [1.188683, -2.626785, -2.025434], [3.960736, -1.805856, -2.079158], [6.930100, -0.694383, -1.711109], [5.456281, 0.709603, -0.362874], [3.133040, 0.992031, 0.376845], [4.153104, -2.602942, -2.777486], [-4.178306, -0.572719, -3.352273], [-3.134050, -0.193231, -4.096705], [-3.079254, -0.254752, -5.300722], [-1.946264, 0.367165, -3.333028], [-1.239718, 1.429985, -3.891674], [-0.158054, 1.942418, -3.191744], [0.210950, 1.345701, -1.999098], [-0.398127, 0.259794, -1.510240], [-1.479844, -0.195414, -2.155673], [-5.004553, -0.902942, -3.829266], [-4.212110, -0.459537, -2.354963], [-1.536200, 1.825969, -4.852110], [0.395478, 2.785142, -3.576154], [1.049398, 1.714436, -1.421257], [-1.959714, -1.068997, -1.737698]], "atomic_forces_ev_per_a": [[0.1, 0.0, 0.8], [0.6, -0.9, 0.4], [-0.5, 0.7, -0.6], [0.2, -0.3, 0.1], [0.1, 0.1, -0.1], [0.3, -0.7, -0.1], [-0.1, 0.1, -0.2], [0.1, 0.4, 0.7], [0.4, -0.4, -0.3], [-0.3, 0.4, 0.3], [0.0, 0.7, 1.1], [-0.1, -0.1, -0.1], [-0.3, -0.7, -1.2], [-0.5, 0.4, -0.5], [0.1, -0.2, 0.0], [0.0, 0.1, 0.0], [0.1, 0.0, -0.1], [0.0, -0.1, 0.0], [0.1, 0.1, 0.3], [-0.2, 0.5, 0.1], [0.1, 0.1, 0.0], [0.1, 0.1, 0.0], [0.0, 0.0, 0.0], [-0.1, 0.0, 0.0], [0.0, -0.1, 0.0], [-1.8, 0.9, -0.1], [1.4, -1.6, 0.5], [-0.4, 1.4, -0.7], [0.2, -0.7, 0.3], [0.2, -0.3, 0.1], [-0.2, -0.2, -0.1], [0.3, 0.3, -0.2], [0.0, -0.1, 0.1], [0.4, -0.2, -0.2], [-0.9, 0.3, 0.5], [0.1, -0.1, -0.1], [0.1, 0.2, 0.2], [0.4, -0.3, -0.4], [0.2, 0.1, 0.1], [0.1, 0.1, -0.1], [0.1, -0.1, -0.1], [-0.2, 0.0, 0.0], [0.1, 0.1, 0.1], [0.0, 0.0, 0.0], [0.0, -0.1, -0.1], [-0.6, -0.3, 0.3], [0.7, 0.3, -0.1], [0.0, 0.0, -0.2], [0.0, 0.0, 0.1], [0.1, -0.2, 0.3], [-0.2, -0.1, 0.0], [0.3, 0.2, 0.0], [-0.1, 0.0, -0.2], [-0.3, 0.0, -0.4], [0.1, 0.0, 0.0], [0.0, 0.1, 0.0], [-0.1, 0.0, 0.0], [0.1, 0.1, 0.1], [0.0, 0.1, -0.1], [-0.1, 0.0, 0.1]], "mulliken_spin": [1.88, 0.00, 0.00, 0.00, 0.00, 0.04, 0.01, 0.02, -0.08, 0.05, 0.00, 0.02, 0.00, 0.01, 0.00, 0.00, 0.00, 0.00, 0.00, 0.00, 0.00, 0.00, 0.00, 0.00, 0.00, 0.55, 0.43, -0.03, 0.13, 0.04, -0.01, -0.02, -0.02, 0.01, 0.02, -0.01, 0.04, -0.04, 0.02, -0.01, -0.01, 0.00, 0.00, 0.00, 0.00, 0.00, 0.00, 0.00, 0.00, 0.01, 0.00, 0.02, -0.06, 0.02, 0.00, 0.00, 0.00, 0.00, -0.01, 0.00], "multiplicity": 4, "homo_lumo_gap_ev": [8.907, 6.318], "charge": 2, "e_above_lowest_kcal_mol": 12.7}



{"formula": "C23H19Cl4NO2", "method": "ωB97M-V with the def2-TZVPD basis set", "elements": ["C", "C", "C", "C", "C", "C", "C", "C", "C", "C", "C", "C", "C", "C", "C", "N", "C", "C", "H", "H", "H", "H", "H", "H", "H", "H", "H", "H", "H", "H", "H", "H", "H", "H", "H", "H", "H", "O", "C", "C", "O", "C", "Cl", "C", "Cl", "C", "Cl", "C", "Cl"], "positions_angstrom": [[5.103896, -1.136223, 0.799345], [4.580787, -0.144644, 1.633302], [3.247241, 0.246983, 1.502182], [2.439862, -0.327355, 0.515139], [0.955934, 0.048998, 0.454090], [0.138445, -0.886064, 1.340107], [-0.581544, -0.346677, 2.402994], [-1.435270, -1.149508, 3.152371], [-1.391492, -2.536049, 2.981553], [-0.563552, -3.096902, 1.999198], [0.179263, -2.271459, 1.148769], [0.398534, -0.000338, -0.971165], [1.187277, 0.765279, -2.025352], [0.239782, 0.781804, -3.227363], [-1.131081, 0.409867, -2.664037], [-0.985625, 0.521117, -1.182398], [2.957803, -1.337272, -0.306497], [4.290470, -1.744290, -0.159124], [6.144869, -1.438976, 0.894185], [5.204545, 0.327388, 2.390708], [2.812701, 1.006288, 2.160039], [0.855589, 1.089461, 0.796496], [-0.476989, 0.720086, 2.609659], [-2.107914, -0.683552, 3.871009], [-1.992763, -3.184992, 3.618713], [-0.493901, -4.178745, 1.874228], [0.801996, -2.702799, 0.355813], [0.337647, -1.052400, -1.284136], [1.385076, 1.782300, -1.647154], [2.144749, 0.283371, -2.242259], [0.262255, 1.737956, -3.758342], [0.518311, -0.007615, -3.935843], [-1.950459, 0.981700, -3.096693], [-1.307652, -0.654312, -2.889668], [-1.673800, -0.074104, -0.721926], [2.321541, -1.825460, -1.056482], [4.672979, -2.535407, -0.806721], [-0.452957, 2.680422, 0.121654], [-1.547832, 2.182348, -0.182791], [-2.346174, 2.646110, -1.452630], [-1.861462, 3.503339, -2.174240], [-3.601921, 1.916784, -1.701789], [-4.295992, 2.127637, -3.245329], [-4.215950, 1.148865, -0.724293], [-5.533871, 0.121342, -1.105289], [-3.750876, 1.268594, 0.639156], [-4.739594, 0.697739, 1.917044], [-2.551508, 1.866084, 0.916005], [-2.191372, 2.453284, 2.467764]], "atomic_forces_ev_per_a": [[-0.1, 0.0, 0.0], [-0.2, -0.1, -0.1], [0.1, -0.1, -0.3], [-0.4, -0.4, -0.1], [0.0, 0.2, 0.0], [0.6, 0.2, 0.3], [-0.2, 0.0, -0.4], [0.3, -0.3, 0.1], [0.0, 0.0, -0.2], [0.1, 0.2, -0.1], [-0.5, 0.0, 0.2], [0.2, 0.1, -0.1], [0.2, 0.4, 0.2], [0.3, -0.1, -0.5], [0.1, -0.6, 0.0], [-0.8, -1.1, -0.1], [0.4, 0.0, 0.2], [-0.4, 0.2, 0.0], [-0.2, 0.1, 0.0], [-0.1, -0.1, -0.2], [0.2, -0.2, -0.2], [0.0, -0.4, 0.1], [-0.2, -0.5, -0.1], [0.2, -0.2, 0.0], [0.1, 0.2, -0.2], [-0.1, 0.3, 0.1], [-0.3, 0.1, 0.4], [0.1, -0.1, 0.0], [-0.1, -0.3, -0.2], [-0.2, 0.2, 0.0], [-0.1, -0.1, 0.2], [0.1, 0.3, 0.0], [0.2, -0.1, 0.2], [-0.2, 0.3, 0.0], [0.2, -0.3, -0.1], [0.4, 0.3, 0.3], [0.0, 0.2, 0.2], [-1.6, -0.2, -0.3], [1.0, 2.6, 0.4], [1.9, 1.2, -0.1], [-1.1, -1.3, 0.7], [-1.5, -0.8, 0.9], [-0.1, -0.1, -0.2], [0.9, 1.0, -2.0], [0.1, 0.3, 0.1], [1.7, 0.3, 1.1], [-0.3, 0.1, -0.1], [-0.9, -1.1, -0.4], [0.0, 0.1, 0.2]], "mulliken_charge": [-0.45, -0.79, -0.22, -0.18, 1.36, -0.23, -0.12, -0.89, -0.52, -0.75, -0.22, -1.81, -0.80, -0.67, -0.34, -0.44, -0.01, -1.15, 0.38, 0.39, 0.43, 0.88, 0.86, 0.44, 0.38, 0.39, 0.25, 0.57, 0.37, 0.49, 0.34, 0.31, 0.09, 0.47, 0.48, 0.35, 0.37, -0.77, 1.51, -0.23, -0.57, 0.27, -0.12, -0.07, -0.15, 0.41, -0.17, -0.06, -0.09], "multiplicity": 1, "homo_lumo_gap_ev": 7.115, "smiles": "c1ccc(C(c2ccccc2)[C@@H]2CCCN2)cc1.O=C1C(=O)C(Cl)=C(Cl)C(Cl)=C1Cl", "e_above_lowest_kcal_mol": 16.8}



Computed values of strongest force on any atom (unit: eV/A) for the preceding records, in sequence: 2.77 3.07 2.17 2.83.
Computed values of molecular weight (unit: g/mol) for the preceding records, in sequence: 447.092 687.234 734.803 483.222.